A structure of composition C12H27ClFeIO2P2 in a non-equilibrium geometry, computed with ωB97M-V/def2-TZVPD.

Cartesian coordinates (Å):
C 4.27 2.32 -2.63
C 3.42 3.45 -2.48
H 5.33 2.64 -2.55
H 4.05 1.87 -3.62
H 4.05 1.59 -1.81
O 2.86 4.44 -2.22
I 2.79 0.52 1.18
Fe 0.84 0.54 -0.24
P -0.97 1.58 -1.25
C -2.13 2.89 -0.70
C 0.12 2.48 -2.39
H -1.57 -0.16 -2.83
H -2.51 1.37 -3.10
H -2.96 0.27 -1.75
C -2.11 0.67 -2.34
H 0.66 1.73 -2.98
H -0.50 3.11 -3.04
H -2.35 3.56 -1.55
H -1.67 3.46 0.12
H 0.84 3.11 -1.88
H -3.07 2.43 -0.36
C 0.28 1.80 1.15
O 0.04 2.63 1.94
Cl 1.44 -0.51 -2.07
C 1.87 -2.45 2.73
C 1.01 -2.57 1.46
P -0.05 -1.15 0.92
C -1.29 -1.95 -0.19
C -1.90 -3.30 0.26
C -1.13 -0.67 2.35
C -1.48 -1.75 3.37
H 2.71 -1.75 2.60
H 2.31 -3.44 2.98
H 1.27 -2.11 3.58
H 1.67 -2.74 0.59
H 0.37 -3.46 1.55
H -2.12 -1.22 -0.33
H -0.77 -2.07 -1.16
H -2.64 -3.15 1.05
H -2.43 -3.81 -0.57
H -1.13 -4.00 0.61
H -0.62 0.19 2.83
H -2.07 -0.30 1.89
H -0.60 -2.27 3.75
H -2.02 -1.32 4.22
H -2.13 -2.50 2.92

Computed properties:
E_HOMO (alpha / beta) ... -14.03 / -15.17 eV
Net charge ... +2
Calculated total energy ... -90547.2931 eV
Multiplicity ... 6
Maximum force ... 6.46 eV/A
E_LUMO (alpha / beta) ... -8.30 / -10.42 eV

A structure of composition C12H27CoI2OP2Si in a non-equilibrium geometry, computed with ωB97M-V/def2-TZVPD.

Cartesian coordinates (Å):
I -1.25 -2.49 -3.79
I -0.07 2.49 -2.86
Co -0.02 0.15 -1.99
P -2.14 0.03 -1.45
C -3.19 0.15 -2.94
C -2.53 -1.47 -0.55
H -3.53 -1.39 -0.16
H -3.81 1.22 -0.23
H -1.80 -1.57 0.26
H -2.12 1.54 0.42
H -3.00 -0.75 -3.58
H -2.49 -2.32 -1.26
C -2.76 1.44 -0.48
H -4.24 0.20 -2.63
H -2.69 2.34 -1.10
H -2.92 1.04 -3.51
P 2.11 0.09 -1.40
C 3.31 -0.01 -2.77
C 2.72 1.46 -0.38
H 1.77 -1.43 0.39
H 3.53 -1.30 0.07
H 2.51 -2.27 -1.04
C 2.54 -1.38 -0.39
H 2.06 1.51 0.50
H 3.76 1.34 -0.07
H 4.35 0.03 -2.44
H 3.14 0.80 -3.49
H 2.63 2.39 -0.93
H 3.21 -0.96 -3.30
C 0.30 -0.42 -3.69
O 0.77 -0.34 -4.75
C -1.49 0.85 3.66
Si -0.01 -0.04 3.06
C 1.50 0.85 3.65
C 0.00 -1.78 3.70
C -0.02 0.04 1.20
C -0.13 0.10 -0.06
H -1.51 0.87 4.74
H -2.43 0.41 3.33
H -1.51 1.89 3.33
H 1.51 0.86 4.74
H 2.43 0.40 3.32
H 1.51 1.89 3.32
H -0.87 -2.36 3.39
H 0.88 -2.35 3.39
H 0.00 -1.75 4.78

Computed properties:
E_HOMO (alpha / beta) ... -15.51 / -15.53 eV
Net charge ... +2
Calculated total energy ... -95194.7841 eV
Multiplicity ... 5
Maximum force ... 6.06 eV/A
E_LUMO (alpha / beta) ... -7.51 / -10.65 eV

A structure of composition C12H27F3O8PtS3, computed with ωB97M-V/def2-TZVPD.

Cartesian coordinates (Å):
Pt 0.27 0.37 -0.45
C -2.84 -3.80 1.27
C -3.28 -2.44 0.74
C -2.21 -1.73 -0.09
S -0.82 -1.07 0.84
O -0.07 -2.14 1.47
C -1.64 -0.04 2.08
C -1.90 -0.78 3.40
C -0.69 -0.80 4.33
H -3.67 -4.30 1.78
H -2.01 -3.72 1.96
H -2.52 -4.45 0.45
H -3.63 -1.81 1.55
H -4.13 -2.57 0.07
H -2.61 -0.88 -0.65
H -1.75 -2.41 -0.80
H -2.57 0.27 1.60
H -1.01 0.83 2.22
H -2.23 -1.80 3.20
H -2.73 -0.27 3.88
H 0.14 -1.33 3.89
H -0.96 -1.29 5.27
H -0.36 0.22 4.56
C 0.49 -1.08 -4.32
S -0.56 -1.40 -2.94
O -1.87 -1.70 -3.46
O -0.67 -0.06 -2.18
O 0.10 -2.39 -2.12
H 0.04 -0.30 -4.93
H 0.54 -2.01 -4.88
H 1.47 -0.80 -3.96
C 3.12 0.53 -2.32
C 2.12 1.59 -2.70
O 1.29 1.91 -1.56
C 0.41 3.03 -1.84
C -0.18 3.57 -0.56
H 3.75 0.31 -3.18
H 2.63 -0.40 -2.01
H 3.75 0.85 -1.50
H 1.47 1.27 -3.52
H 2.62 2.51 -2.99
H -0.36 2.70 -2.55
H 1.03 3.79 -2.32
H -0.88 2.86 -0.12
H -0.72 4.49 -0.78
H 0.61 3.79 0.16
F 2.66 3.26 2.48
C 3.30 2.37 1.74
F 4.55 2.25 2.18
F 3.34 2.82 0.48
S 2.46 0.73 1.80
O 2.37 0.41 3.19
O 3.19 -0.12 0.91
O 1.12 1.16 1.23

Computed properties:
E_HOMO ... -9.86 eV
Net charge ... 0
Calculated total energy ... -73166.6753 eV
Maximum force ... 0.30 eV/A
E_LUMO ... -0.17 eV

A structure of composition C12H27IO3Ta, computed with ωB97M-V/def2-TZVPD.

Cartesian coordinates (Å):
C -0.24 -3.36 4.56
C -0.06 -2.45 3.35
C -0.28 -3.15 2.02
O -0.53 -4.33 1.86
O -0.23 -2.24 1.05
C -0.52 -2.62 -0.33
C -1.06 -1.42 -1.05
Ta 0.13 0.54 -1.20
C -1.44 1.26 -2.65
C -1.66 2.76 -2.91
C 1.74 -0.28 -2.54
C 3.02 0.46 -2.81
O 3.72 0.01 -4.01
C -0.75 1.65 0.57
C 0.04 2.54 1.52
C -0.55 2.67 2.91
I 0.24 4.52 0.69
H 0.22 -4.33 4.36
H -1.29 -3.54 4.78
H 0.22 -2.91 5.44
H 0.95 -2.03 3.29
H -0.72 -1.58 3.36
H 0.43 -2.98 -0.75
H -1.18 -3.49 -0.25
H -2.05 -1.17 -0.63
H -1.24 -1.72 -2.09
H 1.35 0.15 0.17
H 1.03 2.13 -1.48
H -2.39 0.81 -2.30
H -1.23 0.74 -3.60
H -0.79 3.36 -2.63
H -2.49 3.16 -2.32
H -1.88 3.00 -3.96
H 1.97 -1.28 -2.13
H 1.20 -0.47 -3.49
H 3.74 0.28 -2.01
H 2.86 1.53 -2.87
H 3.47 0.58 -4.74
H -1.08 0.78 1.17
H -1.66 2.17 0.25
H 1.08 2.22 1.58
H 0.13 3.20 3.59
H -0.71 1.67 3.32
H -1.51 3.19 2.92

Computed properties:
E_HOMO ... -4.78 eV
Net charge ... -1
Calculated total energy ... -28673.4950 eV
Maximum force ... 0.79 eV/A
E_LUMO ... 2.71 eV

A structure of composition C12H27LuN5O7 in a non-equilibrium geometry, computed with ωB97M-V/def2-TZVPD.

Cartesian coordinates (Å):
O -0.45 0.15 -3.43
H 0.07 0.82 -3.93
Lu 0.07 0.04 -1.27
N -0.41 2.00 0.06
N 1.05 2.03 -2.00
N -1.52 -0.76 0.31
N -0.76 -2.04 -1.82
O -1.40 2.20 0.92
O -1.91 -0.15 1.46
O -0.54 -2.72 -3.03
O 1.88 1.03 -2.26
C 1.45 2.90 -1.01
C 0.58 2.94 0.10
C -1.90 -2.05 0.23
C -1.47 -2.75 -0.94
C 0.76 3.81 1.29
H 1.11 3.22 2.16
H -0.19 4.28 1.57
H 1.50 4.60 1.10
C 2.71 3.67 -1.13
H 2.93 3.89 -2.18
H 3.56 3.10 -0.71
H 2.65 4.62 -0.58
C -2.70 -2.73 1.29
C -1.85 -4.17 -1.19
H -3.07 -2.00 2.02
H -2.07 -3.46 1.83
H -3.54 -3.28 0.86
H -1.25 -4.58 -2.01
H -2.91 -4.24 -1.46
H -1.70 -4.77 -0.29
H -1.73 0.89 1.26
H -0.43 -2.02 -3.70
C -1.67 0.84 -2.76
H -1.48 1.90 -2.57
H -2.01 0.28 -1.85
H -2.46 0.73 -3.52
O -4.05 2.67 -0.20
H -4.68 2.02 0.15
H -3.19 2.46 0.24
C 3.45 -2.04 1.51
N 2.49 -1.18 2.18
C 2.49 -1.07 3.63
C 1.58 -0.55 1.45
O 1.55 -0.69 0.19
H 4.14 -2.41 2.27
H 4.00 -1.47 0.74
H 2.95 -2.88 1.02
H 2.54 -0.02 3.94
H 1.57 -1.51 4.06
H 3.36 -1.61 4.02
H 0.87 0.10 1.97

Computed properties:
E_HOMO (alpha / beta) ... -10.62 / -10.12 eV
Net charge ... +1
Calculated total energy ... -68276.1363 eV
Maximum force ... 3.69 eV/A
E_LUMO (alpha / beta) ... -4.23 / -4.23 eV

A structure of composition C12H27N5O7Sc in a non-equilibrium geometry, computed with ωB97M-V/def2-TZVPD.

Cartesian coordinates (Å):
O -2.26 -0.47 -2.40
H -2.52 -1.39 -2.64
Sc -0.89 -0.09 -0.99
N 0.92 -1.28 -0.07
N -1.19 -2.92 -1.07
N 0.62 1.68 -0.61
N -1.83 1.90 -1.32
O 1.77 -0.68 0.78
O 1.93 1.55 -0.27
O -3.14 2.01 -1.80
O -1.56 -2.01 -0.22
C 0.06 -3.39 -0.78
C 1.07 -2.62 -0.11
C 0.16 2.93 -0.69
C -1.23 3.04 -1.03
C 2.23 -3.27 0.57
H 2.19 -3.07 1.66
H 3.19 -2.89 0.16
H 2.18 -4.37 0.43
C 0.19 -4.83 -1.11
H -0.62 -5.12 -1.80
H 0.09 -5.49 -0.23
H 1.16 -5.00 -1.61
C 0.97 4.14 -0.36
C -1.93 4.34 -1.00
H 2.01 3.88 -0.22
H 0.61 4.61 0.57
H 0.88 4.88 -1.16
H -2.98 4.21 -1.26
H -1.46 5.02 -1.71
H -1.89 4.80 -0.01
H 1.93 0.52 0.22
H -3.25 1.14 -2.27
C -0.13 -0.29 -2.78
H -0.38 -0.69 -3.76
H 0.90 -0.71 -2.43
H 0.05 0.78 -3.00
O 3.47 1.75 -2.63
H 3.01 1.60 -1.77
H 4.30 1.22 -2.61
C -1.56 -1.50 3.27
N -0.58 -0.42 3.28
C 0.03 -0.07 4.54
C -0.56 0.43 2.24
O -1.27 0.24 1.23
H -2.60 -1.14 3.41
H -1.31 -2.15 4.13
H -1.51 -2.08 2.33
H 1.00 0.37 4.32
H -0.57 0.64 5.11
H 0.12 -1.00 5.11
H 0.14 1.26 2.36

Computed properties:
E_HOMO (alpha / beta) ... -12.15 / -12.15 eV
Net charge ... +1
Calculated total energy ... -55353.6722 eV
Maximum force ... 6.67 eV/A
E_LUMO (alpha / beta) ... -5.26 / -4.83 eV

A cluster of 5 separate species, C12H28BrN4O4 in total in a non-equilibrium geometry, computed with ωB97M-V/def2-TZVPD.

Cartesian coordinates (Å):
Br -1.65 -0.75 0.20
C 0.80 -0.09 -2.64
C 2.32 0.08 -2.82
O 2.72 0.53 -3.85
N 3.11 -0.27 -1.84
C 4.53 -0.35 -2.05
H 0.35 0.38 -3.31
H 0.46 0.18 -1.71
H 0.85 -1.13 -2.67
H 2.64 -0.81 -1.08
H 4.94 -0.64 -1.10
H 4.81 0.63 -2.42
H 4.94 -1.28 -2.69
C -0.31 -2.21 3.30
C -0.64 -0.99 4.02
O 0.00 -0.73 5.08
N -1.46 -0.09 3.43
C -1.80 1.27 3.96
H 0.72 -2.17 2.82
H -1.07 -2.45 2.47
H -0.25 -3.19 3.95
H -1.74 -0.28 2.51
H -2.74 1.69 3.82
H -1.31 1.76 3.22
H -1.37 1.46 4.96
C 1.57 1.03 1.43
C 2.37 -0.27 1.15
O 3.53 -0.41 1.54
N 1.82 -1.28 0.39
C 2.34 -2.59 0.23
H 1.21 1.14 2.36
H 0.90 1.15 0.63
H 2.22 1.77 1.52
H 0.72 -1.40 0.09
H 1.69 -3.11 -0.53
H 2.20 -3.26 1.07
H 3.40 -2.43 0.03
C -5.08 1.02 -1.12
C -4.20 1.74 -2.25
O -4.82 2.68 -2.92
N -2.96 1.42 -2.37
C -1.95 2.24 -3.12
H -6.21 0.91 -1.27
H -5.02 1.59 -0.14
H -4.71 -0.08 -0.85
H -2.76 0.56 -1.67
H -2.10 3.30 -3.05
H -1.95 1.85 -4.11
H -1.05 1.88 -2.62

Computed properties:
E_HOMO ... -6.22 eV
Net charge ... -1
Calculated total energy ... -97091.9031 eV
Maximum force ... 8.74 eV/A
E_LUMO ... 2.84 eV

An isolated molecule of C12H28Cl2OSi2 in a non-equilibrium geometry, computed with ωB97M-V/def2-TZVPD.

Cartesian coordinates (Å):
C -0.45 -2.47 2.45
C -0.27 -0.99 2.78
C -1.58 -0.27 3.01
Si 0.68 -0.14 1.38
Cl 0.70 1.90 1.74
O 0.09 -0.45 -0.13
Si -1.17 0.27 -0.95
Cl -2.96 -0.04 0.03
C -1.35 -0.51 -2.63
C -0.04 -0.51 -3.38
C -1.89 -1.90 -2.43
C -0.91 2.14 -1.03
C 0.48 2.47 -1.56
C -2.03 2.86 -1.75
C 2.48 -0.74 1.37
C 3.09 -0.46 2.69
C 3.07 0.01 0.22
H 0.51 -2.99 2.43
H -1.09 -2.99 3.17
H -0.87 -2.60 1.44
H 0.40 -0.82 3.65
H -1.47 0.82 2.80
H -1.97 -0.42 4.03
H -2.31 -0.62 2.31
H -2.11 0.12 -3.07
H -0.03 -1.18 -4.20
H 0.77 -0.80 -2.68
H 0.19 0.49 -3.80
H -1.24 -2.43 -1.73
H -2.92 -1.92 -1.98
H -1.97 -2.50 -3.36
H -1.02 2.40 0.04
H 0.61 2.12 -2.60
H 0.64 3.53 -1.49
H 1.22 1.95 -0.96
H -1.89 3.94 -1.86
H -2.96 2.69 -1.22
H -2.18 2.40 -2.72
H 2.38 -1.80 1.10
H 3.04 -1.34 3.34
H 4.15 -0.12 2.64
H 2.46 0.26 3.26
H 4.03 -0.38 -0.11
H 3.22 1.08 0.44
H 2.44 -0.02 -0.67

Computed properties:
E_HOMO ... -9.41 eV
Net charge ... 0
Calculated total energy ... -55752.5852 eV
Maximum force ... 2.14 eV/A
E_LUMO ... 0.78 eV
SMILES ... CC(C)[Si](Cl)(O[Si](Cl)(C(C)C)C(C)C)C(C)C

A cluster of 5 separate species, C12H28ClN4O4 in total in a non-equilibrium geometry, computed with ωB97M-V/def2-TZVPD.

Cartesian coordinates (Å):
Cl 0.65 -0.91 1.11
C 3.69 0.19 3.58
O 4.88 0.10 3.42
N 3.04 0.25 4.79
C 1.60 0.59 4.84
C 3.74 0.24 6.07
H 2.91 0.03 2.82
H 1.46 1.63 5.13
H 1.19 -0.04 5.63
H 1.11 0.35 3.90
H 3.22 -0.43 6.75
H 4.81 0.01 6.14
H 3.72 1.22 6.55
C 1.72 -0.26 -2.19
O 0.69 0.38 -2.43
N 2.82 0.04 -2.93
C 4.01 -0.82 -2.97
C 2.86 1.01 -4.04
H 1.84 -1.10 -1.49
H 4.06 -1.35 -3.92
H 4.05 -1.61 -2.23
H 4.96 -0.30 -2.93
H 3.66 1.75 -4.06
H 3.08 0.49 -4.97
H 1.89 1.46 -4.23
C -2.08 1.46 -0.34
O -1.67 1.76 -1.45
N -3.04 2.19 0.26
C -3.70 3.36 -0.41
C -3.52 1.94 1.59
H -1.63 0.68 0.29
H -3.64 4.28 0.18
H -4.75 3.07 -0.46
H -3.39 3.50 -1.44
H -3.61 2.81 2.24
H -4.53 1.57 1.42
H -2.86 1.29 2.17
C -2.57 -1.50 -3.27
O -1.95 -0.45 -3.11
N -2.61 -2.47 -2.36
C -3.63 -3.53 -2.57
C -2.01 -2.40 -1.04
H -3.16 -1.80 -4.15
H -3.92 -3.84 -3.57
H -4.52 -3.13 -2.09
H -3.33 -4.44 -2.06
H -2.72 -1.97 -0.34
H -1.75 -3.44 -0.85
H -1.06 -1.87 -1.00

Computed properties:
E_HOMO (alpha / beta) ... 3.24 / -2.41 eV
Net charge ... -2
Calculated total energy ... -39568.2621 eV
Multiplicity ... 2
Maximum force ... 3.62 eV/A
E_LUMO (alpha / beta) ... 4.46 / 4.34 eV

A structure of composition C12H28F2N5O9S2V in a non-equilibrium geometry, computed with ωB97M-V/def2-TZVPD.

Cartesian coordinates (Å):
O -3.36 7.22 -12.83
V -2.94 8.76 -12.73
N -2.93 9.06 -14.73
S -1.86 10.09 -15.63
O -2.35 11.43 -15.81
O -1.12 9.47 -16.68
F -0.71 10.23 -14.52
S -3.69 8.67 -16.06
O -3.11 7.68 -16.94
O -4.44 9.73 -16.69
F -4.84 7.84 -15.31
C 0.26 7.96 -12.05
O -0.86 8.42 -12.24
N 0.91 8.04 -10.89
C 0.39 8.66 -9.67
C 2.24 7.43 -10.75
H 0.88 7.45 -12.80
H -0.68 8.81 -9.71
H 0.88 9.61 -9.44
H 0.58 8.03 -8.80
H 2.91 8.18 -10.33
H 2.17 6.57 -10.07
H 2.65 7.06 -11.68
C -3.58 8.35 -9.24
O -3.06 8.55 -10.34
N -3.23 7.36 -8.41
C -3.86 7.25 -7.09
C -2.25 6.36 -8.77
H -4.32 9.03 -8.81
H -4.28 6.26 -6.94
H -4.70 7.93 -6.94
H -3.13 7.48 -6.31
H -1.57 6.27 -7.92
H -2.73 5.40 -8.92
H -1.67 6.59 -9.66
C -5.83 10.20 -12.25
O -4.84 9.52 -12.51
N -6.04 11.37 -12.86
C -5.41 11.70 -14.14
C -7.30 12.11 -12.67
H -6.64 10.00 -11.55
H -5.47 10.84 -14.81
H -4.36 12.01 -14.21
H -5.94 12.45 -14.72
H -7.84 11.77 -11.79
H -7.07 13.17 -12.62
H -8.02 12.06 -13.49
C -2.21 12.01 -11.98
O -2.39 10.84 -12.29
N -1.07 12.55 -11.53
C -1.17 13.92 -11.00
C 0.25 11.93 -11.53
H -2.97 12.79 -12.07
H -2.17 14.33 -11.12
H -0.39 14.48 -11.52
H -0.93 13.97 -9.94
H 0.45 11.55 -10.53
H 0.27 11.15 -12.28
H 1.00 12.69 -11.73

Computed properties:
E_HOMO (alpha / beta) ... -12.42 / -12.64 eV
Net charge ... +1
Calculated total energy ... -91563.8659 eV
Multiplicity ... 2
Maximum force ... 7.87 eV/A
E_LUMO (alpha / beta) ... -3.31 / -2.82 eV

Copy entry 7 word for word.
A cluster of 5 separate species, C12H28BrN4O4 in total in a non-equilibrium geometry, computed with ωB97M-V/def2-TZVPD.

Cartesian coordinates (Å):
Br -1.65 -0.75 0.20
C 0.80 -0.09 -2.64
C 2.32 0.08 -2.82
O 2.72 0.53 -3.85
N 3.11 -0.27 -1.84
C 4.53 -0.35 -2.05
H 0.35 0.38 -3.31
H 0.46 0.18 -1.71
H 0.85 -1.13 -2.67
H 2.64 -0.81 -1.08
H 4.94 -0.64 -1.10
H 4.81 0.63 -2.42
H 4.94 -1.28 -2.69
C -0.31 -2.21 3.30
C -0.64 -0.99 4.02
O 0.00 -0.73 5.08
N -1.46 -0.09 3.43
C -1.80 1.27 3.96
H 0.72 -2.17 2.82
H -1.07 -2.45 2.47
H -0.25 -3.19 3.95
H -1.74 -0.28 2.51
H -2.74 1.69 3.82
H -1.31 1.76 3.22
H -1.37 1.46 4.96
C 1.57 1.03 1.43
C 2.37 -0.27 1.15
O 3.53 -0.41 1.54
N 1.82 -1.28 0.39
C 2.34 -2.59 0.23
H 1.21 1.14 2.36
H 0.90 1.15 0.63
H 2.22 1.77 1.52
H 0.72 -1.40 0.09
H 1.69 -3.11 -0.53
H 2.20 -3.26 1.07
H 3.40 -2.43 0.03
C -5.08 1.02 -1.12
C -4.20 1.74 -2.25
O -4.82 2.68 -2.92
N -2.96 1.42 -2.37
C -1.95 2.24 -3.12
H -6.21 0.91 -1.27
H -5.02 1.59 -0.14
H -4.71 -0.08 -0.85
H -2.76 0.56 -1.67
H -2.10 3.30 -3.05
H -1.95 1.85 -4.11
H -1.05 1.88 -2.62

Computed properties:
E_HOMO ... -6.22 eV
Net charge ... -1
Calculated total energy ... -97091.9031 eV
Maximum force ... 8.74 eV/A
E_LUMO ... 2.84 eV